No. 1
A cluster of 3 separate species, C20H36N2O12S2 in total in a non-equilibrium geometry, computed with the ωB97M-V functional and the def2-TZVPD basis.

Last column: Mulliken charge in e.
Positions of all 72 atoms, in Å:
1 C 4.5253 -0.4662 -3.2166  -0.8865
2 C 3.4792 0.3851 -4.1297  0.1906
3 N 3.8528 0.6260 -5.3684  -0.6075
4 C 2.1417 0.8720 -3.4058  -0.5276
5 C 0.7552 0.5012 -4.1460  1.4545
6 C 0.7506 -0.1943 -5.5934  -1.2569
7 C 1.3664 -1.6723 -5.6562  -0.3964
8 O 1.9414 -1.8159 -7.0065  -0.3540
9 C 2.7073 -3.0107 -7.1120  0.6419
10 C 2.5303 -4.3162 -6.1945  -0.7332
11 O 3.5736 -3.0426 -8.0416  -0.5789
12 C 0.2172 2.0033 -4.5400  -0.8532
13 N -0.4207 2.5296 -3.4988  0.4925
14 C -0.9190 3.9239 -3.7036  0.3151
15 O -0.0426 4.7769 -4.1117  -0.6085
16 O -2.1988 4.3584 -3.4680  -0.6753
17 C -0.4960 1.5997 -2.3310  -0.7603
18 C -0.4397 0.1891 -3.1206  -0.3189
19 C -0.5405 -1.1900 -2.3181  -0.1757
20 C 0.7103 -2.1674 -2.4082  0.3970
21 O 0.5470 -3.2599 -3.0514  -0.6075
22 O 1.9717 -1.9831 -1.7967  -0.4108
23 H 4.3822 -0.0446 -2.1452  0.2734
24 H 4.3175 -1.5875 -3.2359  0.0919
25 H 5.5854 -0.1737 -3.5379  0.3490
26 H 3.1036 1.1993 -5.7937  0.3322
27 H 2.0452 0.5034 -2.3112  0.3205
28 H 2.2223 2.0273 -3.3115  0.4699
29 H -0.3672 -0.2995 -5.8922  0.4017
30 H 1.2065 0.4641 -6.4315  0.3978
31 H 0.5291 -2.4665 -5.5622  0.4840
32 H 2.1132 -1.8957 -4.8213  0.0298
33 H 1.4705 -4.7629 -6.2622  0.2766
34 H 2.8405 -4.0942 -5.1179  0.2029
35 H 3.2632 -5.1011 -6.6176  0.2896
36 H 0.4225 2.4986 -5.5465  0.3552
37 H 0.2178 1.7336 -1.4490  0.2126
38 H -1.6138 1.6561 -2.0529  0.4101
39 H -1.3898 0.1592 -3.7870  0.4833
40 H -1.4561 -1.7638 -2.7038  0.2813
41 H -0.7230 -0.9485 -1.2061  0.2137
42 H 2.4953 -2.8204 -1.8002  0.3800
43 O -0.1388 0.3642 1.2147  -0.6003
44 S -0.4285 1.4564 2.1120  1.1435
45 O 0.5794 2.4066 2.5025  -0.6408
46 O -1.1393 0.8713 3.4402  -0.1815
47 C -0.4646 -0.1474 4.1824  -0.1705
48 C 0.6933 0.4182 4.9835  -1.0436
49 C -1.8210 2.3539 1.4863  -0.9617
50 H -0.1322 -0.9517 3.5191  0.2985
51 H -1.1955 -0.5789 4.8702  0.1513
52 H 1.4808 0.7942 4.3263  0.3640
53 H 1.1308 -0.3489 5.6258  0.3935
54 H 0.3613 1.2559 5.6017  0.2369
55 H -2.6068 1.6486 1.2180  0.3028
56 H -1.4928 2.9047 0.6041  0.3737
57 H -2.1641 3.0499 2.2510  0.3569
58 O -2.9406 -0.5585 6.4108  -0.6602
59 S -3.2292 0.5309 7.3080  1.2940
60 O -2.2198 1.4795 7.7005  -0.6114
61 O -3.9400 -0.0571 8.6367  -0.3098
62 C -3.2654 -1.0764 9.3750  -0.3078
63 C -2.1057 -0.5154 10.1769  -0.9762
64 C -4.6208 1.4298 6.6846  -0.9704
65 H -2.9351 -1.8788 8.7087  0.3025
66 H -3.9979 -1.5094 10.0615  0.2812
67 H -1.3185 -0.1386 9.5202  0.2879
68 H -1.6687 -1.2853 10.8163  0.3849
69 H -2.4355 0.3208 10.7983  0.2611
70 H -5.4070 0.7255 6.4151  0.3182
71 H -4.2919 1.9814 5.8035  0.3496
72 H -4.9635 2.1248 7.4506  0.3375

As for the energy above the lowest of the compared OMol25 structures with the same formula, charge and spin: 2.963 eV. Its multiplicity is 1. For the LUMO energy, the calculation gives -0.040 hartree. The total energy is -2592.21346 hartree. The value obtained for the HOMO-LUMO gap is 7.52 eV.



No. 2
A cluster of 7 separate species, C49H87F3N2O10 in total in a non-equilibrium geometry, computed with the ωB97M-V functional and the def2-TZVPD basis.

Last column: Mulliken charge in e.
Positions of all 151 atoms, in Å:
1 C 4.7840 0.1679 5.8038  -1.1743
2 C 4.8363 1.2193 4.9983  -1.1700
3 C 4.1197 1.3130 3.6792  1.6669
4 C 2.6043 1.0902 3.7558  -1.4933
5 C 1.9188 1.8259 4.9148  -0.8338
6 C 0.3974 1.7308 4.7781  -1.2987
7 C -0.1799 2.7237 3.7484  0.3151
8 C -1.3295 2.1287 2.9034  -0.7793
9 C -2.4197 3.1522 2.5227  -0.5356
10 C -2.7104 3.2461 1.0205  -0.4950
11 C -3.0797 1.9157 0.3593  -0.7680
12 C -4.5118 1.4776 0.7095  -0.2257
13 C -4.8083 0.0537 0.2473  -0.8231
14 C -6.0849 -0.5778 0.8205  -0.1169
15 C -6.0531 -0.5935 2.3465  -0.8034
16 N -6.9836 -1.5322 2.9372  0.3952
17 C -6.6164 -2.5429 3.7750  -0.2922
18 C -7.7425 -3.2146 4.1678  -0.6737
19 C -8.8406 -2.5760 3.5377  -0.6091
20 C -8.3387 -1.5449 2.7906  -0.3544
21 O 4.2458 2.7307 3.2580  -0.4700
22 C 4.2379 2.7767 1.9071  0.3885
23 O 4.2170 3.7639 1.2478  -0.5840
24 O 4.2470 1.5025 1.4103  -0.5129
25 C 4.8306 0.6875 2.4456  2.2590
26 C 6.3524 0.9505 2.5236  -1.4834
27 N 6.9315 1.4436 1.2722  -0.2492
28 C 6.8781 0.4978 0.1533  -0.6427
29 C 4.4225 -0.7601 2.1412  -1.3359
30 O 5.3835 -1.6747 2.6824  -0.3357
31 C 5.5645 -2.8183 2.0059  0.9267
32 F 6.4339 -2.6649 0.9888  -0.2237
33 F 6.0648 -3.7286 2.8373  -0.2910
34 F 4.4266 -3.3012 1.4761  -0.2702
35 H 5.1319 0.2538 6.8261  0.3402
36 H 4.4286 -0.8080 5.4892  0.2413
37 H 5.4236 2.0887 5.2736  0.4137
38 H 2.1714 1.4189 2.8081  0.4561
39 H 2.3702 0.0275 3.8698  0.6795
40 H 2.2403 2.8708 4.9198  0.4073
41 H 2.2284 1.3496 5.8464  0.4728
42 H 0.0898 0.7091 4.5336  0.4600
43 H -0.0372 1.9459 5.7595  0.4125
44 H -0.5481 3.6124 4.2616  0.7024
45 H 0.6288 3.0060 3.0695  -0.5814
46 H -1.7701 1.2990 3.4642  0.2451
47 H -0.8907 1.7116 1.9930  0.2074
48 H -3.3305 2.9985 3.1082  0.4652
49 H -2.0459 4.1356 2.8222  0.4739
50 H -1.8099 3.6511 0.5489  0.0961
51 H -3.5354 3.9502 0.8764  0.1184
52 H -2.4159 1.1135 0.6939  0.3211
53 H -3.0059 1.9994 -0.7292  0.3859
54 H -4.6186 1.5804 1.7938  0.1485
55 H -5.2233 2.1775 0.2580  0.1900
56 H -4.8976 0.0745 -0.8442  0.3468
57 H -3.9659 -0.6056 0.4856  0.3549
58 H -6.1578 -1.6063 0.4549  0.0941
59 H -6.9561 -0.0433 0.4314  0.4301
60 H -5.0431 -0.8490 2.6761  0.2514
61 H -6.2543 0.4107 2.7290  0.1981
62 H -5.5830 -2.7195 4.0288  0.3330
63 H -7.7642 -4.0566 4.8404  0.4305
64 H -9.8819 -2.8398 3.6287  0.4346
65 H -8.8476 -0.8211 2.1750  0.3567
66 H 6.8711 0.0679 2.9105  0.4599
67 H 6.5070 1.7440 3.2557  0.5283
68 H 7.9129 1.5940 1.4730  0.3176
69 H 5.8929 0.0503 0.0603  0.0874
70 H 7.0570 1.0448 -0.7752  0.3290
71 H 7.6385 -0.2907 0.2139  0.3672
72 H 4.3034 -0.8730 1.0638  0.6456
73 H 3.4589 -0.9908 2.5915  0.2199
74 C 6.5822 -3.9269 -1.8087  -0.3461
75 C 7.1672 -4.6014 -3.0477  -0.7250
76 C 6.4315 -3.8755 -4.1661  0.0100
77 O 6.1723 -2.5545 -3.6873  -0.4353
78 C 6.4304 -2.4882 -2.2843  -0.0217
79 H 7.2090 -4.0160 -0.9256  0.2985
80 H 5.6034 -4.3540 -1.5778  0.2586
81 H 8.2397 -4.4040 -3.1100  0.2909
82 H 7.0179 -5.6796 -3.0749  0.3983
83 H 5.4752 -4.3601 -4.3917  0.3036
84 H 7.0107 -3.8112 -5.0882  -0.1888
85 H 7.3526 -1.9183 -2.1213  0.1149
86 H 5.6090 -1.9599 -1.7975  0.0457
87 C 7.8468 -1.9247 -7.7324  -0.4469
88 C 7.5413 -1.5015 -9.1676  -0.5266
89 C 8.3926 -2.4815 -9.9649  -0.4877
90 O 8.4503 -3.6825 -9.1936  -0.4319
91 C 7.9525 -3.4370 -7.8786  -0.3116
92 H 7.0875 -1.6234 -7.0120  0.3095
93 H 8.8042 -1.5075 -7.4130  0.2681
94 H 6.4824 -1.6549 -9.3862  0.2679
95 H 7.7855 -0.4619 -9.3804  0.3374
96 H 9.4106 -2.1009 -10.1021  0.2757
97 H 7.9755 -2.7110 -10.9461  0.2763
98 H 6.9694 -3.9118 -7.7810  0.2447
99 H 8.6287 -3.8885 -7.1507  0.2256
100 C -5.8360 7.5565 3.6028  -0.5667
101 C -5.8001 7.9597 2.1304  -0.6526
102 C -4.8173 6.9454 1.5598  -0.1917
103 O -4.9664 5.7596 2.3409  -0.2620
104 C -5.7412 6.0394 3.5071  -0.5018
105 H -6.7292 7.8896 4.1291  0.3560
106 H -4.9634 7.9580 4.1226  0.2695
107 H -6.7863 7.8263 1.6804  0.2782
108 H -5.4862 8.9890 1.9635  0.3390
109 H -3.7838 7.2981 1.6504  0.0071
110 H -5.0096 6.7064 0.5128  0.3272
111 H -6.7319 5.5867 3.3895  0.3021
112 H -5.2553 5.5863 4.3722  0.2585
113 C 1.7479 6.4447 0.8427  -0.5347
114 C 0.5872 7.2721 0.2944  -0.7308
115 C -0.6054 6.3862 0.6375  0.0068
116 O -0.2572 5.6853 1.8337  -0.2068
117 C 1.1387 5.8508 2.1009  0.3145
118 H 2.6454 7.0261 1.0453  0.4401
119 H 2.0107 5.6504 0.1417  0.1873
120 H 0.5183 8.2234 0.8274  0.2608
121 H 0.6610 7.4838 -0.7712  0.3881
122 H -0.7936 5.6547 -0.1565  0.2868
123 H -1.5244 6.9486 0.8108  -0.0727
124 H 1.2527 6.5256 2.9569  0.2393
125 H 1.5725 4.8860 2.3627  -0.4765
126 C -4.6581 -5.7207 -0.6026  -0.6195
127 C -5.9387 -6.3723 -1.1149  -0.0451
128 C -7.0110 -5.4896 -0.4860  -0.5637
129 O -6.4415 -4.1832 -0.3832  -0.4002
130 C -5.0374 -4.2483 -0.6320  -0.1179
131 H -3.7821 -5.9427 -1.2098  0.3528
132 H -4.4588 -6.0420 0.4227  0.3343
133 H -5.9770 -6.2984 -2.2037  -0.2363
134 H -6.0400 -7.4210 -0.8380  0.3840
135 H -7.2762 -5.8375 0.5182  0.2811
136 H -7.9226 -5.4318 -1.0823  0.2855
137 H -4.8371 -3.8104 -1.6165  0.1473
138 H -4.5143 -3.6590 0.1243  0.1872
139 C -5.0277 -5.1845 -6.4350  -0.5805
140 C -3.6470 -4.5408 -6.3304  -0.5534
141 C -3.4778 -4.4228 -4.8216  -0.4710
142 O -4.1926 -5.5209 -4.2506  -0.3073
143 C -5.0131 -6.1358 -5.2459  -0.4145
144 H -5.2045 -5.6960 -7.3798  0.3490
145 H -5.8048 -4.4284 -6.3052  0.2764
146 H -2.8889 -5.2083 -6.7456  0.2546
147 H -3.5700 -3.5806 -6.8381  0.3268
148 H -3.9086 -3.4882 -4.4459  0.2763
149 H -2.4360 -4.4749 -4.5031  0.3045
150 H -4.5743 -7.1023 -5.5160  0.2640
151 H -6.0056 -6.3122 -4.8286  0.2695

Its multiplicity is 1. For the LUMO energy, the calculation gives 0.019 hartree. As for the SMILES: C=C[C@@]1(CCCCCCCCCCCCn2cccc2)OC(=O)O[C@]1(CNC)COC(F)(F)F.C1CCOC1.C1CCOC1.C1CCOC1.C1CCOC1.C1CCOC1.C1CCOC1. The total energy is -3080.66002 hartree. The value obtained for the HOMO-LUMO gap is 8.40 eV.



No. 3
A cluster of 14 separate species, C35H92F6NO17S2 in total in a non-equilibrium geometry, computed with the ωB97M-V functional and the def2-TZVPD basis.

Last column: Mulliken charge in e.
Positions of all 153 atoms, in Å:
1 C 1.5657 -2.4542 0.5334  0.6832
2 F 2.2406 -1.4141 0.0566  -0.2132
3 F 2.1817 -3.5281 0.0862  -0.2334
4 F 1.4471 -2.4573 1.8558  -0.2187
5 S -0.2250 -2.3457 -0.2275  0.9664
6 O -0.1061 -2.9899 -1.5503  -0.5582
7 O -1.0503 -3.0804 0.7272  -0.6646
8 N -0.5687 -0.6459 -0.1994  -0.4573
9 S -0.3304 -0.2675 -1.6294  1.0835
10 O 1.0248 -0.5277 -2.0817  -0.6305
11 O -1.3796 -0.7602 -2.5452  -0.6734
12 C -0.4897 1.6569 -1.5503  0.5923
13 F -0.1208 2.2306 -2.6668  -0.2183
14 F -1.7249 2.0512 -1.2518  -0.2246
15 F 0.3803 2.0406 -0.6573  -0.2333
16 O -4.8706 -7.9926 4.1187  -0.6426
17 H -4.6630 -7.2465 3.5561  0.3284
18 H -5.3099 -7.6067 4.8765  0.3141
19 O 0.4251 1.3096 4.3089  -0.6407
20 H 0.2388 0.9242 3.4528  0.3294
21 H -0.4188 1.3102 4.7607  0.3111
22 C -8.3144 8.0637 -1.6918  -1.3752
23 C -7.6567 9.2181 -0.9205  0.5748
24 C -7.2307 10.3072 -1.9422  -1.2534
25 O -8.5354 9.7538 0.0218  -0.5682
26 H -7.6788 7.8149 -2.5417  0.3597
27 H -9.2797 8.3548 -2.1059  0.3956
28 H -8.4462 7.1583 -1.0995  0.3652
29 H -6.8386 8.8970 -0.2758  0.1743
30 H -6.3559 9.9604 -2.4922  0.3677
31 H -6.7676 11.1120 -1.3712  0.3574
32 H -7.9977 10.7345 -2.5882  0.2910
33 H -9.3750 9.2916 0.0768  0.3110
34 C -1.5773 -11.1740 -2.1865  -1.2059
35 C -1.8384 -10.7771 -3.6794  0.4536
36 C -0.8637 -11.1338 -4.7616  -1.2134
37 O -3.1198 -11.1985 -4.1012  -0.5297
38 H -2.2796 -10.6617 -1.5289  0.2956
39 H -0.5937 -10.7950 -1.9089  0.3377
40 H -1.6024 -12.2567 -2.0634  0.3592
41 H -1.8034 -9.6876 -3.6862  0.2210
42 H -0.9178 -12.2055 -4.9531  0.3048
43 H 0.1845 -10.9674 -4.5132  0.3426
44 H -1.1436 -10.6824 -5.7134  0.2907
45 H -3.1538 -12.1392 -3.9123  0.3437
46 C 6.9513 4.8897 1.4848  -1.2294
47 C 7.7417 5.6365 2.5258  0.4973
48 C 7.0566 6.7531 3.2278  -1.3197
49 O 8.2027 4.7138 3.4681  -0.5567
50 H 6.0383 4.4271 1.8595  0.3249
51 H 7.5548 4.1222 1.0001  0.3164
52 H 6.6018 5.5031 0.6543  0.3539
53 H 8.6785 5.9650 2.0756  0.2253
54 H 7.0822 7.6133 2.5588  0.3609
55 H 7.5353 6.9898 4.1780  0.3551
56 H 6.0177 6.5443 3.4832  0.3324
57 H 7.4274 4.4532 3.9707  0.3395
58 C -2.2514 -2.6147 8.8511  -1.3194
59 C -2.6998 -1.3503 9.6007  0.6689
60 C -1.7801 -0.8833 10.6609  -1.3049
61 O -2.8284 -0.3172 8.6585  -0.5627
62 H -1.3521 -2.4453 8.2590  0.3415
63 H -2.9685 -3.0115 8.1325  0.3655
64 H -2.0782 -3.3724 9.6152  0.3263
65 H -3.7040 -1.5808 9.9566  0.1546
66 H -1.5836 -1.6172 11.4425  0.3750
67 H -2.2188 0.0093 11.1069  0.3011
68 H -0.7708 -0.6366 10.3315  0.3435
69 H -3.4126 -0.5409 7.9303  0.3106
70 C 12.1274 -3.9825 -0.9944  -1.2430
71 C 12.0535 -4.4071 0.4301  0.5964
72 C 10.7710 -5.1197 0.8635  -1.2768
73 O 13.1371 -5.2741 0.6285  -0.5499
74 H 11.8887 -4.7735 -1.7054  0.2863
75 H 13.0688 -3.4776 -1.2112  0.3691
76 H 11.4170 -3.1707 -1.1503  0.3402
77 H 12.1310 -3.4925 1.0180  0.1664
78 H 9.8698 -4.6676 0.4495  0.3485
79 H 10.6282 -5.0796 1.9434  0.3028
80 H 10.7683 -6.1523 0.5146  0.3452
81 H 13.9556 -4.7772 0.5599  0.3147
82 C -5.1822 -4.8199 -8.3498  -1.3280
83 C -5.2588 -5.9520 -7.2944  0.4857
84 C -6.1405 -5.5538 -6.1057  -1.1512
85 O -5.8736 -7.1262 -7.7955  -0.5642
86 H -6.0726 -4.7134 -8.9695  0.3401
87 H -4.3751 -5.0659 -9.0398  0.3220
88 H -4.9406 -3.8382 -7.9424  0.3527
89 H -4.2072 -6.1334 -7.0724  0.2285
90 H -5.8720 -4.5514 -5.7722  0.3381
91 H -5.9396 -6.2043 -5.2545  0.3436
92 H -7.1773 -5.6062 -6.4378  0.3063
93 H -5.6174 -7.8315 -7.1969  0.3269
94 C -8.4175 1.8853 -8.3509  -1.1832
95 C -7.9445 3.2696 -8.4249  0.3854
96 C -6.5029 3.4944 -7.8656  -1.2054
97 O -7.8628 3.7351 -9.7710  -0.5490
98 H -9.4415 1.9122 -8.7236  0.3053
99 H -8.4700 1.3820 -7.3855  0.3468
100 H -7.8841 1.2658 -9.0719  0.2915
101 H -8.6421 3.8433 -7.8148  0.2577
102 H -6.4203 3.2189 -6.8142  0.3418
103 H -6.1517 4.5260 -7.8871  0.3352
104 H -5.7073 3.0121 -8.4335  0.3197
105 H -7.2291 3.1817 -10.2333  0.3543
106 C 8.6588 -2.9085 10.4851  -1.1411
107 C 7.2550 -3.3706 10.9597  0.3501
108 C 6.4840 -3.8719 9.7721  -1.2089
109 O 7.4190 -4.4699 11.8720  -0.5588
110 H 8.6174 -2.1253 9.7281  0.3109
111 H 9.1006 -3.8196 10.0817  0.3234
112 H 9.3374 -2.5336 11.2513  0.3549
113 H 6.6221 -2.6466 11.4727  0.2917
114 H 5.7822 -4.5578 10.2467  0.3246
115 H 7.1233 -4.4520 9.1067  0.3081
116 H 5.9345 -3.0945 9.2411  0.3385
117 H 7.7862 -4.1063 12.6811  0.3067
118 C -7.4576 -1.3699 1.8814  -1.3149
119 C -7.3398 0.0753 2.3265  0.5928
120 C -8.3623 0.5077 3.3824  -1.3205
121 O -6.1299 0.2125 2.9303  -0.5259
122 H -8.3483 -1.4989 1.2664  0.3150
123 H -7.4804 -2.0198 2.7561  0.3154
124 H -6.6227 -1.7345 1.2830  0.4041
125 H -7.3753 0.7033 1.4363  0.2116
126 H -8.0944 1.5165 3.6964  0.2922
127 H -8.3208 -0.1155 4.2757  0.3398
128 H -9.4186 0.3373 3.1745  0.3810
129 H -5.5037 -0.1418 2.2947  0.3097
130 C -0.1885 10.4870 0.0986  -1.3166
131 C -0.3479 11.9588 0.2297  0.5680
132 C -0.7445 12.3844 1.6367  -1.2237
133 O 0.8902 12.5964 -0.0450  -0.5581
134 H 0.0733 10.2503 -0.9327  0.3035
135 H -1.1249 9.9789 0.3288  0.3735
136 H 0.5217 9.9463 0.7241  0.3495
137 H -1.1168 12.3913 -0.4104  0.2024
138 H -1.6948 11.8667 1.7672  0.3205
139 H -0.8109 13.4707 1.6963  0.3634
140 H -0.0935 11.9100 2.3711  0.3032
141 H 0.7652 13.5473 -0.0862  0.3143
142 C 8.1858 -0.9723 -6.9153  -1.3072
143 C 7.0492 -0.4171 -6.0352  0.5296
144 C 6.5768 0.9595 -6.4621  -1.1851
145 O 5.9782 -1.3079 -6.2104  -0.5620
146 H 8.8001 -1.7707 -6.4990  0.3328
147 H 8.9669 -0.2139 -6.9698  0.3558
148 H 7.8795 -1.2778 -7.9157  0.3191
149 H 7.4028 -0.4935 -5.0070  0.2190
150 H 7.3925 1.6817 -6.4971  0.3230
151 H 5.7467 1.3557 -5.8772  0.3366
152 H 6.1306 0.8920 -7.4543  0.3219
153 H 5.3101 -1.1387 -5.5422  0.3166

Its charge is -1. Its multiplicity is 1. For the LUMO energy, the calculation gives 0.066 hartree. The total energy is -4117.99948 hartree. The value obtained for the HOMO-LUMO gap is 8.22 eV.



Q: What is the LUMO energy in the third record?
A: 0.066 hartree



Q: Which formula does entry 1 have?
A: C20H36N2O12S2



Q: HOMO-LUMO gap of number 1 (C20H36N2O12S2)?
A: 7.52 eV